Arrangement P

{
  "formula": "C4H9FO2",
  "method": "ωB97M-V/def2-TZVPD",
  "species": ["C", "O", "C", "C", "O", "C", "F", "H", "H", "H", "H", "H", "H", "H", "H", "H"],
  "coordinates": [[1.686, -0.378, -0.778], [1.410, -0.242, 0.622], [0.070, -0.028, 0.977], [-0.425, 1.318, 0.613], [-0.429, 1.554, -0.843], [-0.853, -1.123, 0.490], [-1.304, -0.971, -0.815], [1.194, 0.371, -1.348], [2.777, -0.262, -0.891], [1.432, -1.411, -1.100], [-0.015, -0.131, 2.106], [0.186, 2.106, 1.125], [-1.508, 1.322, 1.013], [-0.969, 0.829, -1.171], [-1.775, -1.239, 1.081], [-0.304, -2.076, 0.480]],
  "mulliken_charge": [-0.629, -0.423, 0.274, -0.546, -0.567, -0.571, -0.338, 0.323, 0.264, 0.239, 0.267, 0.330, 0.294, 0.358, 0.387, 0.338],
  "total_charge": 0,
  "homo_energy_ev": -9.62,
  "spin_multiplicity": 1,
  "smiles": "CO[C@@H](CO)CF"
}


Arrangement Q

{
  "formula": "C4H9FO2",
  "method": "ωB97M-V/def2-TZVPD",
  "species": ["C", "O", "C", "C", "O", "C", "F", "H", "H", "H", "H", "H", "H", "H", "H", "H"],
  "coordinates": [[-0.615, 1.206, -0.970], [-0.561, 1.244, 0.565], [0.165, 0.194, 1.057], [-0.667, -1.105, 0.725], [-1.419, -1.025, -0.633], [1.552, 0.056, 0.172], [1.260, -0.625, -1.073], [-1.238, 0.236, -1.176], [-1.176, 2.227, -1.224], [0.304, 1.111, -1.406], [0.526, 0.245, 2.263], [-1.578, -0.858, 1.420], [-0.019, -2.143, 0.845], [-0.811, -1.016, -1.411], [2.083, -0.657, 0.862], [2.194, 0.910, -0.016]],
  "mulliken_charge": [-0.854, -0.406, 0.107, -0.316, -0.557, -0.575, -0.292, 0.288, 0.215, 0.433, 0.283, 0.287, 0.279, 0.411, 0.363, 0.333],
  "total_charge": 0,
  "homo_energy_ev": -8.73,
  "spin_multiplicity": 1,
  "smiles": "CO[C@@H](CO)CF"
}


Top of the stability list: arrangement P, leading by 0.1366 hartree.


Arrangement P

{
  "formula": "C6H10OS",
  "method": "ωB97M-V/def2-TZVPD",
  "species": ["C", "S", "C", "C", "C", "C", "C", "O", "H", "H", "H", "H", "H", "H", "H", "H", "H", "H"],
  "coordinates": [[-2.398, 0.907, -0.353], [-1.265, -0.297, -0.874], [0.148, -0.215, 0.125], [-0.246, -0.678, 1.517], [1.371, -1.172, -0.453], [1.952, 0.137, -1.013], [1.184, 1.025, -0.073], [1.108, 2.210, 0.269], [-3.254, 0.701, -1.046], [-2.223, 2.143, -0.438], [-2.741, 0.821, 0.670], [-1.107, -1.552, 1.366], [0.593, -1.022, 2.214], [-0.861, 0.083, 2.045], [1.320, -2.122, -1.142], [1.882, -1.513, 0.443], [3.154, 0.193, -1.187], [1.384, 0.351, -2.071]],
  "mulliken_charge": [-0.816, -0.080, 0.956, -1.436, -0.919, -0.224, 0.194, -0.569, 0.313, 0.248, 0.294, 0.293, 0.360, 0.350, 0.230, 0.277, 0.322, 0.206],
  "total_charge": 0,
  "homo_energy_ev": -8.52,
  "spin_multiplicity": 1,
  "smiles": "CS[C@@]1(C)CCC1=O"
}


Arrangement Q

{
  "formula": "C6H10OS",
  "method": "ωB97M-V/def2-TZVPD",
  "species": ["O", "C", "C", "C", "C", "C", "S", "C", "H", "H", "H", "H", "H", "H", "H", "H", "H", "H"],
  "coordinates": [[-0.483, -1.119, -1.821], [-0.389, -0.565, -0.538], [1.029, -0.801, -0.008], [1.324, 0.387, 0.901], [0.672, 1.564, 0.153], [-0.613, 0.979, -0.400], [-1.962, 0.725, 0.824], [-1.526, -1.005, 0.426], [-1.410, -0.963, -2.145], [1.680, -0.821, -0.885], [1.149, -1.781, 0.514], [0.871, 0.251, 1.860], [2.401, 0.533, 1.058], [0.512, 2.429, 0.771], [1.297, 1.864, -0.671], [-0.995, 1.459, -1.287], [-1.197, -1.598, 1.298], [-2.360, -1.538, -0.050]],
  "mulliken_charge": [-0.586, 0.942, -1.081, -0.637, -0.729, -0.357, -0.168, -0.925, 0.396, 0.360, 0.350, 0.297, 0.362, 0.370, 0.333, 0.432, 0.288, 0.352],
  "total_charge": 0,
  "homo_energy_ev": -8.68,
  "spin_multiplicity": 1,
  "smiles": "O[C@@]12CCC[C@@H]1SC2"
}


Top of the stability list: arrangement Q, leading by 0.0999 hartree.


Arrangement P

{
  "formula": "C6H10OS",
  "method": "ωB97M-V/def2-TZVPD",
  "species": ["C", "C", "S", "C", "O", "C", "C", "C", "H", "H", "H", "H", "H", "H", "H", "H", "H", "H"],
  "coordinates": [[-0.449, -2.074, -0.374], [0.276, -1.075, 0.475], [2.078, -1.058, 0.108], [1.624, 0.657, -0.096], [2.442, 1.518, -0.188], [0.123, 0.592, 0.080], [-0.694, 0.801, -1.093], [-0.213, 1.524, 1.319], [0.127, -2.390, -1.282], [-1.376, -1.758, -0.719], [-0.433, -3.090, -0.001], [0.026, -1.383, 1.492], [-0.204, 0.459, -1.980], [-0.816, 1.850, -1.322], [-1.715, 0.391, -1.091], [-1.297, 1.458, 1.679], [-0.054, 2.516, 0.981], [0.555, 1.062, 2.012]],
  "mulliken_charge": [-1.363, -0.012, -0.200, 0.200, -0.525, 1.418, -1.921, -1.404, 0.347, 0.300, 0.410, 0.443, 0.427, 0.437, 0.350, 0.328, 0.374, 0.392],
  "total_charge": 0,
  "homo_energy_ev": -9.38,
  "spin_multiplicity": 1,
  "smiles": "C[C@H]1SC(=O)C1(C)C"
}


Arrangement Q

{
  "formula": "C6H10OS",
  "method": "ωB97M-V/def2-TZVPD",
  "species": ["C", "C", "C", "C", "C", "C", "O", "S", "H", "H", "H", "H", "H", "H", "H", "H", "H", "H"],
  "coordinates": [[1.577, -1.193, 0.060], [1.245, -2.441, -0.061], [-1.089, -0.291, -0.531], [0.279, 1.690, -0.467], [-1.855, -1.298, 0.204], [0.668, 2.824, 0.417], [-0.657, 0.834, 0.036], [2.267, 0.200, 0.227], [1.759, -3.331, 0.267], [0.202, -2.665, -0.395], [-0.847, -0.453, -1.550], [0.512, 1.565, -1.558], [-1.262, -2.067, 0.873], [-2.524, -1.813, -0.459], [-2.423, -0.787, 0.867], [0.119, 3.675, 0.149], [1.655, 2.922, 0.530], [0.377, 2.628, 1.391]],
  "mulliken_charge": [0.393, -0.558, -0.124, -0.199, -1.176, -1.245, -0.277, -0.345, 0.266, 0.172, 0.525, 0.390, 0.231, 0.329, 0.433, 0.334, 0.443, 0.407],
  "total_charge": 0,
  "homo_energy_ev": [-7.14, -7.05],
  "spin_multiplicity": 1
}


Top of the stability list: arrangement P, leading by 0.1614 hartree.


Arrangement P

{
  "formula": "C4H6NP",
  "method": "ωB97M-V/def2-TZVPD",
  "species": ["C", "C", "C", "C", "N", "P", "H", "H", "H", "H", "H", "H"],
  "coordinates": [[-1.238, -1.239, 0.095], [0.010, -1.447, -0.202], [1.056, -0.530, -0.118], [0.509, 0.935, 0.286], [-0.794, 1.196, -0.204], [-2.172, 0.292, 0.108], [-1.846, -2.066, 0.099], [1.709, -0.987, 0.703], [1.714, -0.370, -0.967], [0.508, 0.863, 1.331], [1.148, 1.598, -0.056], [-0.603, 1.755, -1.075]],
  "mulliken_charge": [-0.346, -0.455, -0.009, -0.853, -0.243, -0.118, 0.397, 0.274, 0.274, 0.332, 0.459, 0.288],
  "total_charge": 0,
  "homo_energy_ev": [-7.73, -7.11],
  "spin_multiplicity": 1
}


Arrangement Q

{
  "formula": "C4H6NP",
  "method": "ωB97M-V/def2-TZVPD",
  "species": ["C", "C", "C", "C", "N", "P", "H", "H", "H", "H", "H", "H"],
  "coordinates": [[-0.857, -0.031, -0.152], [-1.101, 1.114, -1.007], [0.364, -0.372, 0.280], [0.776, -1.363, 1.315], [-0.184, 1.719, -1.730], [0.741, 2.407, -2.704], [-1.648, -0.663, 0.203], [-2.037, 1.463, -0.974], [0.044, -2.167, 1.299], [0.740, -0.793, 2.208], [1.902, -1.522, 1.168], [1.260, 0.208, 0.092]],
  "mulliken_charge": [-0.207, -0.254, -0.093, -1.110, 0.016, -0.270, 0.318, 0.459, 0.355, 0.292, 0.265, 0.229],
  "total_charge": 0,
  "homo_energy_ev": -6.77,
  "spin_multiplicity": 1
}


Top of the stability list: arrangement Q, leading by 0.0561 hartree.


Arrangement P

{
  "formula": "C6H10S2",
  "method": "ωB97M-V/def2-TZVPD",
  "species": ["C", "C", "C", "S", "C", "C", "C", "S", "H", "H", "H", "H", "H", "H", "H", "H", "H", "H"],
  "coordinates": [[-1.028, -0.845, -2.368], [-0.335, -0.974, -0.995], [0.870, -0.186, -0.472], [1.554, -1.206, 0.821], [0.566, -0.420, 2.149], [-0.819, 0.243, 1.539], [-0.467, 0.341, -0.043], [-0.839, 1.950, -0.741], [-1.128, 0.361, -2.504], [-2.128, -1.224, -2.262], [-0.479, -1.410, -3.278], [-0.377, -1.900, -0.171], [1.359, 0.666, -1.249], [0.441, -1.193, 2.938], [1.058, 0.374, 2.812], [-1.832, -0.559, 1.282], [-0.950, 1.222, 2.037], [-0.126, 2.808, 0.258]],
  "mulliken_charge": [-0.889, -0.202, 0.147, -0.232, -0.533, -0.678, 0.030, -0.241, 0.141, 0.266, 0.278, 0.218, 0.322, 0.321, 0.312, 0.218, 0.366, 0.155],
  "total_charge": 0,
  "homo_energy_ev": -8.61,
  "spin_multiplicity": 1,
  "smiles": "C[C@H]1[C@@H]2SCC[C@]12S"
}


Arrangement Q

{
  "formula": "C6H10S2",
  "method": "ωB97M-V/def2-TZVPD",
  "species": ["C", "C", "C", "C", "C", "C", "S", "S", "H", "H", "H", "H", "H", "H", "H", "H", "H", "H"],
  "coordinates": [[0.708, -1.924, 0.775], [-1.142, 0.375, 1.364], [-1.638, 0.041, -0.072], [-0.179, 0.203, 0.203], [0.960, 1.339, -1.747], [0.815, 1.257, -0.277], [2.182, -2.083, 1.390], [-0.432, -3.162, 0.238], [-1.333, 1.484, 1.720], [-1.325, -0.306, 2.174], [-2.012, -0.847, -0.104], [-2.011, 0.847, -0.735], [0.119, 1.842, -2.312], [1.058, 0.319, -1.962], [1.893, 1.743, -2.088], [0.520, 2.141, 0.213], [1.840, 0.984, 0.177], [-0.024, -4.252, 1.044]],
  "mulliken_charge": [0.106, -0.596, -0.685, 0.422, -1.166, -0.489, -0.200, -0.184, 0.207, 0.261, 0.336, 0.242, 0.261, 0.376, 0.370, 0.395, 0.190, 0.157],
  "total_charge": 0,
  "homo_energy_ev": -7.75,
  "spin_multiplicity": 1
}


Top of the stability list: arrangement P, leading by 0.0155 hartree.


Arrangement P

{
  "formula": "C17H40NP3SSc",
  "method": "ωB97M-V/def2-TZVPD",
  "species": ["Sc", "P", "P", "P", "H", "C", "C", "H", "C", "C", "C", "C", "C", "C", "C", "C", "C", "H", "H", "H", "H", "H", "H", "H", "H", "H", "H", "H", "H", "H", "H", "H", "H", "H", "H", "H", "H", "H", "H", "H", "H", "H", "H", "H", "H", "H", "C", "C", "C", "C", "C", "C", "S", "H", "H", "H", "H", "H", "H", "N", "H", "H", "H"],
  "coordinates": [[0.389, -0.839, 0.806], [-0.595, 1.336, 2.099], [-2.202, -1.423, 0.457], [2.595, 0.603, 0.556], [1.776, -3.115, -2.270], [1.832, -2.139, -1.762], [0.689, -1.909, -0.901], [-0.220, -1.685, -1.486], [-1.041, 2.724, 0.986], [-2.121, 1.193, 3.108], [0.470, 2.163, 3.347], [-2.545, -2.773, -0.742], [-3.112, -2.056, 1.921], [-3.342, -0.145, -0.197], [3.943, 0.196, -0.615], [3.551, 0.599, 2.132], [2.463, 2.399, 0.185], [2.839, -1.994, -1.353], [0.499, -2.800, -0.232], [-1.520, 3.524, 1.569], [-1.732, 2.372, 0.209], [-0.152, 3.120, 0.478], [-2.360, 2.178, 3.538], [-1.952, 0.478, 3.925], [-2.973, 0.843, 2.514], [-0.063, 3.030, 3.765], [1.424, 2.499, 2.925], [0.689, 1.458, 4.161], [-3.631, -2.909, -0.841], [-2.089, -3.702, -0.378], [-2.122, -2.535, -1.726], [-4.183, -2.122, 1.681], [-2.974, -1.392, 2.784], [-2.735, -3.057, 2.173], [-4.352, -0.575, -0.264], [-3.011, 0.163, -1.200], [-3.362, 0.739, 0.451], [4.663, 1.026, -0.646], [3.527, 0.030, -1.615], [4.456, -0.719, -0.297], [4.415, 1.276, 2.048], [3.921, -0.419, 2.324], [2.935, 0.912, 2.985], [3.471, 2.823, 0.077], [1.927, 2.946, 0.969], [1.919, 2.531, -0.761], [0.653, -0.607, -4.006], [0.790, 0.854, -4.334], [-0.128, 1.594, -3.429], [-1.355, 1.047, -3.147], [-1.645, -0.310, -3.438], [-0.601, -1.169, -3.783], [2.171, -1.270, -3.847], [1.882, 0.954, -4.205], [0.512, 1.037, -5.382], [0.125, 2.628, -3.181], [-2.150, 1.646, -2.705], [-2.670, -0.688, -3.358], [-0.715, -2.252, -3.837], [0.735, -1.937, 2.699], [1.240, -2.807, 2.526], [-0.136, -2.186, 3.178], [1.291, -1.392, 3.365]],
  "mulliken_charge": [-0.734, 0.987, 1.245, 1.309, 0.546, -1.314, 0.511, -0.544, -1.090, -1.326, -1.218, -1.095, -1.328, -1.006, -1.093, -1.368, -1.228, 0.504, 0.372, 0.442, 0.215, 0.306, 0.476, 0.389, 0.366, 0.445, 0.330, 0.409, 0.473, 0.418, 0.241, 0.429, 0.283, 0.440, 0.527, -0.100, 0.315, 0.491, 0.162, 0.404, 0.409, 0.417, 0.295, 0.533, 0.346, 0.224, 0.537, -1.174, -0.500, -0.563, 0.076, -0.764, -0.042, 0.493, 0.318, 0.612, 0.617, 0.692, 0.554, -0.619, 0.350, 0.288, 0.310],
  "total_charge": 3,
  "homo_energy_ev": [-17.58, -17.58],
  "spin_multiplicity": 1
}


Arrangement Q

{
  "formula": "C17H40NP3SSc",
  "method": "ωB97M-V/def2-TZVPD",
  "species": ["Sc", "P", "P", "P", "H", "C", "C", "H", "C", "C", "C", "C", "C", "C", "C", "C", "C", "H", "H", "H", "H", "H", "H", "H", "H", "H", "H", "H", "H", "H", "H", "H", "H", "H", "H", "H", "H", "H", "H", "H", "H", "H", "H", "H", "H", "H", "C", "C", "C", "C", "C", "C", "S", "H", "H", "H", "H", "H", "H", "N", "H", "H", "H"],
  "coordinates": [[-0.267, -0.502, 0.547], [1.672, -2.411, 0.112], [1.988, 0.721, 1.513], [-1.536, -2.365, -0.952], [-2.625, 5.614, -1.419], [-3.499, 4.943, -1.383], [-4.018, 4.516, -0.221], [-3.511, 4.686, 0.733], [2.551, -2.060, -1.466], [3.122, -2.627, 1.223], [1.369, -4.218, -0.113], [1.450, 2.352, 2.123], [3.118, 0.361, 2.916], [3.181, 1.262, 0.209], [-3.204, -1.800, -1.459], [-2.013, -4.055, -0.402], [-0.824, -2.704, -2.616], [-3.978, 4.708, -2.343], [-5.024, 4.080, -0.191], [3.235, -2.889, -1.677], [3.128, -1.134, -1.387], [1.834, -1.974, -2.288], [3.732, -3.460, 0.848], [2.778, -2.884, 2.233], [3.745, -1.729, 1.265], [2.342, -4.719, -0.222], [0.763, -4.441, -0.997], [0.872, -4.620, 0.780], [2.286, 2.951, 2.501], [0.686, 2.228, 2.901], [0.991, 2.883, 1.292], [4.045, 0.939, 2.797], [3.357, -0.703, 2.976], [2.627, 0.663, 3.851], [3.863, 2.015, 0.625], [2.629, 1.703, -0.633], [3.766, 0.413, -0.162], [-3.527, -2.404, -2.317], [-3.190, -0.740, -1.740], [-3.908, -1.934, -0.628], [-2.693, -4.502, -1.140], [-2.539, -3.980, 0.559], [-1.144, -4.708, -0.275], [-1.616, -3.081, -3.278], [-0.009, -3.438, -2.592], [-0.433, -1.763, -3.029], [-1.838, 2.196, 0.048], [-1.786, 2.198, -1.363], [-0.997, 3.132, -2.022], [-0.226, 4.052, -1.275], [-0.425, 4.176, 0.104], [-1.265, 3.275, 0.758], [-2.524, 0.886, 0.931], [-0.242, 0.325, -0.985], [-2.380, 1.458, -1.907], [-0.971, 3.177, -3.115], [0.499, 4.714, -1.766], [0.073, 4.975, 0.665], [-1.418, 3.298, 1.840], [-0.492, -1.618, 2.518], [-1.285, -1.276, 3.070], [0.352, -1.548, 3.098], [-0.648, -2.616, 2.325]],
  "mulliken_charge": [-0.936, 1.080, 1.062, 1.276, 0.295, -0.438, -0.437, 0.319, -1.081, -1.282, -1.381, -0.692, -1.403, -1.332, -1.114, -1.334, -1.298, 0.308, 0.307, 0.413, 0.248, 0.238, 0.495, 0.424, 0.391, 0.514, 0.367, 0.428, 0.532, 0.397, -0.292, 0.457, 0.294, 0.475, 0.473, 0.347, 0.335, 0.501, 0.147, 0.379, 0.421, 0.415, 0.322, 0.484, 0.347, 0.375, 0.791, 0.050, -0.655, -0.455, -0.646, -0.804, -0.062, 0.212, 0.334, 0.565, 0.459, 0.513, 0.576, -0.594, 0.327, 0.265, 0.277],
  "total_charge": 3,
  "homo_energy_ev": [-18.15, -17.79],
  "spin_multiplicity": 1
}


Top of the stability list: arrangement P, leading by 0.0364 hartree.